Density functional theory data (ωB97M-V with the def2-TZVPD basis set) for the molecule C7H10IN3O at a distorted geometry.

Structure (XYZ):
```
22
Properties=species:S:1:pos:R:3:forces:R:3:nbo_charge:R:1
C -1.61649 -0.36262 1.44994 -0.889 -0.162 0.903 -0.46
N -2.02352 0.40234 0.29267 0.323 0.290 -1.163 -0.60
I -4.06076 0.30276 -0.14470 0.630 -0.022 0.283 0.28
C -1.20893 -0.00428 -0.92252 -0.809 -1.069 2.767 0.21
O -1.55817 -1.32728 -1.31656 1.242 0.529 1.063 -0.68
C 0.25646 0.21044 -0.62845 0.303 -1.133 0.268 -0.18
C 1.13434 -0.84227 -0.78184 0.243 2.004 0.067 -0.14
C 2.50508 -0.52486 -0.85382 -0.355 -3.256 -1.267 -0.33
C 2.90270 0.75983 -0.65376 2.328 -0.105 -1.658 0.05
N 2.07770 1.75118 -0.32705 2.444 -0.026 0.261 -0.48
C 0.82777 1.45520 -0.22462 -1.521 0.060 -0.809 0.41
N -0.00770 2.42720 0.15795 -1.915 0.904 0.801 -0.81
H -2.13477 0.04230 2.36341 0.312 -0.797 -0.909 0.23
H -1.76972 -1.45754 1.29650 -0.119 0.530 0.622 0.17
H -0.55816 -0.18490 1.59643 0.275 -0.015 0.084 0.22
H -1.54849 0.56205 -1.68911 -0.774 2.227 -2.377 0.19
H -1.17404 -1.75900 -0.54063 -0.412 -1.198 -0.428 0.45
H 0.76402 -1.82704 -0.92280 -0.007 -0.689 -0.517 0.21
H 3.06459 -1.38227 -1.39074 -0.033 1.834 1.498 0.23
H 3.98476 0.94850 -0.97336 -1.577 0.391 0.919 0.20
H -0.90754 2.05375 0.46850 0.068 0.752 -0.197 0.42
H 0.25461 3.38698 0.39825 0.240 -1.049 -0.211 0.41
```
Positions in Å, forces in eV/Å.

- strongest force on any atom (eV Å⁻¹) = 3.512
- energy above the lowest of the compared OMol25 structures with the same formula, charge and spin (eV) = 0.0000
- Kohn-Sham gap (eV) = 8.084
- SMILES = CN(I)[C@H](O)c1cccnc1N
- net charge = 0